[1]
66
Properties=species:S:1:pos:R:3:forces:R:3:lowdin_spin:R:1 method="wB97M-V/def2-TZVPD" homo_energy_ev="-7.77 / -7.78" spin_multiplicity=5 largest_force_ev_per_a=1.57 total_energy_ev=-135274.3430 total_charge=0 homo_lumo_gap_ha="0.28149 / 0.28215"
Pm -0.110090 -0.209187 -0.351715 -0.8 0.5 -1.2 4.022
O -0.869887 -4.420993 0.618807 0.3 0.1 -0.2 0.000
C -1.124994 -4.367417 1.952117 0.1 0.0 0.2 0.000
C -1.649628 -5.512176 2.544328 0.0 0.1 0.1 0.000
C -1.954811 -5.512957 3.891134 0.0 0.0 0.1 0.000
C -1.736802 -4.376395 4.665256 0.0 0.0 -0.1 0.000
C -1.221281 -3.241550 4.071218 0.0 0.0 -0.1 0.000
C -0.914363 -3.207837 2.710242 0.1 -0.1 0.0 0.000
C -0.390989 -1.968185 2.073498 -0.2 0.0 0.4 0.000
O 0.160944 -2.094329 0.893327 0.0 -0.2 0.5 -0.006
N -0.602635 -0.853272 2.712272 0.1 0.1 -0.1 0.000
N -0.188923 0.263123 1.969452 -0.2 -0.2 0.5 -0.006
C -0.571615 1.402333 2.416992 0.3 0.2 0.0 0.003
C -0.276424 2.691863 1.789461 -0.1 -0.2 0.2 0.001
C -0.615328 3.829821 2.531720 0.0 0.2 0.0 0.000
C -0.317677 5.101640 2.088909 0.0 -0.2 0.0 0.001
C 0.350279 5.242137 0.871778 0.0 0.1 0.0 0.000
C 0.691397 4.144933 0.110070 -0.1 0.1 0.1 0.000
C 0.364946 2.847203 0.530667 0.1 -0.4 0.0 0.000
O 0.656807 1.814429 -0.230269 0.3 0.9 0.3 -0.004
H -0.344988 -3.605346 0.408625 0.0 -0.1 0.1 0.000
H -1.785340 -6.393089 1.934876 0.0 -0.1 -0.1 0.000
H -2.351323 -6.409120 4.348374 0.0 0.0 0.0 0.000
H -1.961721 -4.378697 5.721061 0.0 0.0 0.1 0.000
H -1.049918 -2.342324 4.644310 0.0 0.0 0.0 0.000
H -1.134414 1.413355 3.353956 0.1 0.1 0.0 0.000
H -1.112898 3.691655 3.484131 0.0 0.0 0.0 0.000
H -0.585160 5.965168 2.678326 0.0 0.1 0.0 0.000
H 0.607827 6.231623 0.514864 0.0 0.0 0.0 0.000
H 1.205081 4.252119 -0.834930 0.0 0.0 0.0 0.000
Cl 4.550355 -5.537958 -1.897858 0.0 0.0 0.0 0.000
C 3.320791 -4.334440 -1.963127 0.0 0.0 0.0 0.000
C 3.504629 -3.104963 -1.339111 0.1 0.0 0.1 0.000
Cl 4.961065 -2.772611 -0.481610 0.0 0.0 0.0 0.000
C 2.505879 -2.146939 -1.400275 0.2 0.0 0.1 0.000
Cl 2.696529 -0.620742 -0.567223 0.5 -0.3 -0.3 -0.002
C 1.301201 -2.352211 -2.094911 -0.2 0.2 0.0 0.000
O 0.375149 -1.433989 -2.147859 0.4 -0.5 -0.4 -0.004
C 1.132077 -3.612780 -2.694873 0.0 -0.1 -0.1 0.000
Cl -0.366930 -3.906806 -3.499694 0.1 0.0 0.1 0.000
C 2.122069 -4.582954 -2.631696 -0.1 0.0 -0.1 0.000
Cl 1.862493 -6.109742 -3.384878 0.0 0.0 0.0 0.000
F -2.965652 3.242072 -6.381286 0.0 0.0 0.0 0.000
C -3.743633 2.982912 -5.323783 0.0 0.0 0.0 0.000
F -4.749832 2.197965 -5.748149 0.0 0.0 0.0 0.000
F -4.292157 4.145411 -4.931320 0.0 0.0 0.0 0.000
C -2.982298 2.329111 -4.194640 -0.1 0.0 0.0 0.000
C -1.669405 1.925913 -4.345334 0.0 0.0 0.1 0.000
C -1.045750 1.320288 -3.263008 0.0 0.1 -0.1 0.000
N -1.654618 1.102043 -2.100665 -0.1 -0.1 -0.1 -0.003
C -2.924055 1.493581 -1.969234 0.0 0.0 0.0 0.000
C -3.625216 2.117818 -2.984019 0.0 0.0 0.0 0.000
H -1.131918 2.074788 -5.269367 0.0 0.0 0.0 0.000
H -0.012298 1.001349 -3.335771 0.0 0.0 0.0 0.000
H -3.386493 1.295888 -1.010586 0.0 0.0 0.0 0.000
H -4.648245 2.428232 -2.828996 0.0 0.0 0.0 0.000
N -3.517860 -4.074427 0.019353 -0.6 0.4 0.1 0.000
C -4.434124 -3.373309 0.713558 0.0 -0.6 -0.1 0.000
N -5.552028 -4.004242 1.108213 0.0 0.0 -0.1 0.000
N -4.336119 -2.095233 1.025643 0.1 0.2 -0.1 0.000
C -3.325228 -1.446303 0.529447 -0.2 -0.1 0.2 0.000
N -2.455468 -0.813157 0.100654 -0.2 0.1 0.0 -0.004
H -3.637362 -5.068222 -0.083713 0.1 0.0 0.0 0.000
H -2.556258 -3.752017 -0.010052 0.0 -0.2 -0.1 0.000
H -5.684362 -4.988784 0.973885 0.0 0.0 0.0 0.000
H -6.248547 -3.470572 1.594696 0.0 0.0 0.0 0.000

---

[2]
25
Properties=species:S:1:pos:R:3:forces:R:3:lowdin_spin:R:1 method="wB97M-V/def2-TZVPD" homo_energy_ev="1.04 / -6.06" spin_multiplicity=2 largest_force_ev_per_a=3.05 total_energy_ev=-10033.4357 total_charge=-1 homo_lumo_gap_ha="0.08634 / 0.34393" de_lowest_ev=0.707
C 0.118743 -0.230835 -1.558084 0.2 -1.4 0.5 0.197
C -0.881766 0.355173 -0.587850 0.7 0.2 0.6 0.040
C -0.941792 -0.524846 0.730170 0.8 1.8 -2.0 0.010
C 0.464439 -0.618183 1.429943 -2.9 -0.7 0.8 0.006
C 0.743536 -2.113183 1.581355 1.7 0.0 -0.1 0.015
C 0.238604 0.037147 2.812704 0.9 0.6 -0.7 0.006
N -0.406906 1.716512 -0.195247 -1.0 -0.6 -0.2 0.017
H 1.071702 -0.250201 -1.015665 0.1 -0.4 -0.6 0.025
H 0.284298 0.186831 -2.539075 -0.3 0.9 -0.1 0.074
H -0.224613 -1.237172 -1.850651 0.5 -0.1 0.4 0.042
H -1.844292 0.288105 -1.124246 0.0 0.7 0.6 0.021
H -1.613485 -0.054072 1.448197 -0.4 -0.1 -0.3 0.001
H -1.368137 -1.422633 0.301434 0.1 -0.8 0.7 0.005
H 1.277557 -0.083240 0.949635 -0.2 -0.1 -0.4 0.005
H 0.513631 -2.708977 0.696665 0.0 0.3 -0.1 0.008
H 0.253797 -2.597413 2.422466 -0.3 0.2 0.2 0.001
H 1.823609 -2.217982 1.744000 0.0 -0.4 0.2 0.003
H -0.506996 -0.524720 3.358352 0.2 -0.3 0.5 0.000
H -0.167157 1.052487 2.729514 0.1 -0.1 -0.4 0.001
H 1.215499 0.158246 3.291509 -0.3 -0.4 0.6 0.001
H 0.423009 1.928504 -0.738116 -0.3 0.4 -0.2 0.033
H -1.157249 2.356185 -0.430312 0.4 0.4 -0.1 0.014
H -0.306623 2.162449 -5.138731 0.4 -0.9 0.0 0.094
H 0.801096 1.862269 -3.941320 -0.3 -0.6 -0.7 0.094
O 0.189494 2.479538 -4.376651 -0.1 1.7 0.7 0.287

---

[3]
115
Properties=species:S:1:pos:R:3:forces:R:3:mulliken_charge:R:1 method="wB97M-V/def2-TZVPD" homo_energy_ev=-0.82 largest_force_ev_per_a=1.00 total_energy_ev=-79999.1270 total_charge=-1 homo_lumo_gap_ha=0.08546
C 3.421897 4.451193 -1.077500 -0.5 0.0 -0.6 -0.483
C 2.263081 5.337239 -1.642264 0.4 -0.7 0.0 -0.709
C 1.002238 4.535586 -2.190472 0.3 0.7 -0.1 0.519
C -0.385814 5.126849 -1.776770 0.6 -0.4 0.3 -0.456
C -1.476740 4.051848 -1.547893 -0.3 0.7 -0.7 -0.719
C -1.879020 3.316016 -2.853224 0.0 -0.6 0.5 -0.799
H 3.881006 3.933614 -1.961454 -0.1 0.2 0.5 0.042
H 2.963779 3.628309 -0.472490 0.1 0.3 -0.1 -0.130
H 2.699137 5.904103 -2.492401 -0.3 0.0 0.4 -0.086
H 1.936981 6.080697 -0.881935 -0.1 -0.3 -0.3 0.344
H 1.126380 3.496469 -1.838994 -0.3 0.4 -0.1 0.384
H 1.113006 4.524959 -3.298327 -0.3 -0.2 0.6 -0.728
H -0.254987 5.689173 -0.825352 0.0 -0.3 -0.5 0.349
H -0.712689 5.871767 -2.537284 -0.1 -0.4 0.4 0.105
H -2.382515 4.558254 -1.139886 0.5 -0.3 -0.1 0.324
H -1.126711 3.313696 -0.803707 -0.1 0.4 -0.2 0.356
H -1.172878 2.493219 -3.065864 -0.2 0.5 -0.1 0.063
H -1.907335 3.982360 -3.733662 -0.1 -0.2 0.4 0.236
H -2.871427 2.836126 -2.701884 0.4 0.3 -0.3 0.368
C 0.171247 2.059899 -5.814472 0.1 0.2 0.1 0.803
O 0.470543 1.552897 -4.741699 -0.1 -0.1 -0.1 -0.681
N -0.871564 1.576368 -6.561066 -0.3 -0.3 -0.2 -0.491
N 0.823997 3.118139 -6.345058 0.2 -0.1 0.1 -0.238
H -1.149790 1.968518 -7.440145 0.0 0.0 0.0 0.127
H -1.379737 0.796799 -6.186662 0.0 0.1 0.0 0.231
H 1.595293 3.511988 -5.827867 -0.1 0.2 0.0 0.195
H 0.574293 3.541046 -7.218352 0.0 0.0 0.1 0.124
C 4.072345 0.715005 -6.027318 -0.1 0.1 0.2 0.664
O 4.303011 1.810623 -6.513965 0.0 0.0 -0.1 -0.677
N 3.098914 0.480013 -5.119023 -0.1 0.0 0.0 -0.193
N 4.795901 -0.401256 -6.379707 0.1 -0.3 -0.3 -0.362
H 2.916435 -0.433046 -4.740132 0.1 0.0 0.1 0.187
H 2.508533 1.237912 -4.816567 -0.1 0.0 0.0 0.015
H 5.534052 -0.278968 -7.047778 0.0 0.0 0.1 0.205
H 4.640041 -1.307086 -5.974452 0.1 0.1 0.1 0.182
C 1.623028 -3.166142 -5.252023 -0.1 0.3 -0.1 0.696
O 2.575852 -2.978046 -4.514004 0.0 0.0 -0.1 -0.651
N 0.584918 -3.996153 -4.950596 0.0 -0.4 0.3 -0.381
N 1.493418 -2.535542 -6.456492 0.3 0.1 -0.3 -0.353
H -0.217553 -4.078955 -5.543585 0.0 0.0 0.1 0.138
H 0.608639 -4.497143 -4.075980 0.0 0.1 0.0 0.187
H 2.212815 -1.885609 -6.724668 -0.1 0.1 0.0 0.176
H 0.723995 -2.679925 -7.081511 0.0 0.0 0.1 0.155
C 2.542583 0.575038 4.102760 0.2 0.2 -0.4 0.682
O 2.008432 -0.250941 4.843375 -0.3 -0.5 0.6 -0.606
N 2.954472 1.765328 4.603865 0.1 0.1 0.2 -0.378
N 2.742473 0.346122 2.785373 -0.1 -0.2 0.2 -0.355
H 3.375093 2.497890 4.065381 0.0 0.1 -0.1 0.194
H 2.811225 1.903476 5.587524 0.0 0.2 -0.1 0.132
H 2.449959 -0.547401 2.422141 0.1 0.0 0.0 0.206
H 3.171656 1.008547 2.170359 0.0 0.2 -0.1 0.164
C -0.910980 -4.449251 -1.115879 0.1 0.5 -0.1 0.830
O 0.022081 -5.216630 -1.291772 -0.1 -0.2 -0.1 -0.719
N -2.176236 -4.863315 -0.795739 -0.2 -0.3 0.1 -0.589
N -0.786302 -3.097984 -1.236352 0.2 0.0 -0.1 -0.341
H -2.952173 -4.232384 -0.665943 -0.1 -0.1 -0.1 0.180
H -2.339266 -5.850484 -0.701097 0.0 0.1 0.1 0.161
H 0.123334 -2.735938 -1.467672 0.0 0.0 0.0 0.224
H -1.545254 -2.455524 -1.099283 0.0 0.0 0.0 0.173
C -3.828454 -4.410530 2.698160 0.0 0.1 0.1 0.601
O -4.681901 -4.649386 1.856138 0.0 0.0 -0.1 -0.672
N -2.501727 -4.376321 2.386351 0.3 -0.1 -0.3 -0.156
N -4.132364 -4.154074 3.999227 -0.2 -0.1 0.0 -0.280
H -1.774857 -4.186826 3.051846 0.0 0.0 -0.1 0.125
H -2.262706 -4.572376 1.424670 0.1 0.0 0.3 0.169
H -5.100739 -4.157011 4.271949 0.1 0.1 0.1 0.198
H -3.443250 -3.947776 4.696718 0.0 0.0 0.0 0.123
C -4.714997 -4.389063 -3.546506 0.0 0.1 0.1 0.598
O -4.984141 -3.986042 -2.430027 0.0 0.1 0.1 -0.609
N -3.570740 -5.079300 -3.817417 0.3 -0.1 0.0 -0.283
N -5.540402 -4.178283 -4.616190 -0.2 0.1 -0.1 -0.413
H -3.326914 -5.418700 -4.728216 -0.1 0.0 0.0 0.158
H -2.947124 -5.245599 -3.044318 0.0 0.1 0.0 0.199
H -6.389457 -3.670822 -4.445020 0.1 0.0 0.0 0.225
H -5.341181 -4.500046 -5.544030 0.0 0.0 0.0 0.150
C 0.217255 3.178423 7.444666 -0.1 -0.3 0.3 0.618
O 0.760516 3.980770 6.719543 0.2 0.3 -0.2 -0.618
N -0.458657 3.556813 8.577963 -0.1 0.1 0.1 -0.396
N 0.241324 1.832213 7.210685 0.1 -0.1 -0.1 -0.326
H -0.913686 2.912620 9.196110 0.0 0.0 0.0 0.153
H -0.493046 4.538930 8.780414 0.0 0.0 0.0 0.230
H 0.720011 1.504984 6.388141 -0.1 -0.1 -0.1 0.147
H -0.184471 1.158601 7.818239 0.0 0.0 0.0 0.154
C 4.753711 -1.830868 8.003764 0.1 -0.1 -0.1 0.534
O 5.459450 -2.679755 8.526313 0.0 0.0 0.0 -0.669
N 4.482992 -0.636591 8.613401 -0.1 0.2 0.2 -0.323
N 4.176766 -1.991328 6.785138 -0.1 -0.1 -0.2 -0.281
H 3.909688 0.076096 8.201360 0.0 0.0 0.0 0.165
H 4.894310 -0.477427 9.514444 0.0 0.0 -0.1 0.195
H 4.351548 -2.852497 6.299969 0.0 0.1 0.0 0.150
H 3.589195 -1.299213 6.350106 -0.1 0.0 -0.1 0.220
C 1.642948 -4.051318 3.408444 0.0 0.0 0.0 0.663
O 2.183340 -3.338379 2.582911 0.0 0.0 0.1 -0.607
N 0.961950 -3.556415 4.487217 -0.3 0.3 0.0 -0.327
N 1.671191 -5.415950 3.327083 0.1 -0.2 -0.1 -0.436
H 0.510686 -4.132544 5.172070 0.1 -0.1 0.0 0.154
H 0.924942 -2.555540 4.597443 0.2 0.1 0.0 0.168
H 2.158548 -5.816906 2.545866 -0.1 0.0 0.0 0.228
H 1.233584 -6.021880 3.994610 0.0 0.0 0.0 0.151
C 2.117344 7.020704 -5.173405 0.1 -0.2 0.3 0.606
O 2.003382 5.841916 -5.459122 -0.1 0.0 -0.3 -0.587
N 3.153916 7.784202 -5.633310 0.1 0.1 -0.3 -0.463
N 1.232050 7.662278 -4.365311 -0.4 0.1 -0.1 -0.334
H 3.279732 8.749260 -5.395641 0.0 -0.1 0.1 0.136
H 3.834421 7.327844 -6.212521 0.0 0.0 0.1 0.220
H 0.485623 7.111539 -3.977517 0.2 0.0 0.1 0.232
H 1.322136 8.622329 -4.094182 0.1 -0.1 0.1 0.153
C -7.029608 -2.477851 6.116599 0.0 0.0 -0.1 0.658
O -6.179217 -3.332119 5.927456 0.0 -0.1 0.1 -0.688
N -8.321470 -2.792143 6.419765 -0.2 -0.1 0.1 -0.397
N -6.752607 -1.147485 6.035453 0.1 0.2 0.0 -0.377
H -9.037528 -2.108280 6.575007 0.0 0.0 0.0 0.161
H -8.553554 -3.766816 6.480615 0.0 0.1 0.0 0.219
H -5.810334 -0.887923 5.802991 -0.1 0.0 0.0 0.218
H -7.434530 -0.427509 6.181327 0.0 0.0 0.0 0.165

---

[4]
20
Properties=species:S:1:pos:R:3:forces:R:3:lowdin_spin:R:1 method="wB97M-V/def2-TZVPD" homo_energy_ev="-14.02 / -14.96" spin_multiplicity=2 largest_force_ev_per_a=1.59 total_energy_ev=-8925.4391 total_charge=+1 homo_lumo_gap_ha="0.40104 / 0.30487" de_lowest_ev=0.312
C 2.165631 1.007218 0.904777 0.4 0.6 -1.1 0.003
C 1.334508 -0.035263 1.627297 1.4 -0.4 0.1 0.083
C 0.063936 -0.465217 1.054591 -0.5 0.5 0.1 0.396
C -0.503867 0.165965 -0.054197 -0.2 0.5 0.4 0.128
N -1.784545 0.095093 -0.343567 -0.1 -1.3 -0.9 0.277
C -2.740867 -0.852900 0.239121 -0.2 0.6 0.3 0.021
H 1.774090 2.019567 0.768834 -0.4 -0.1 0.6 0.000
H 3.144842 1.106018 1.367374 -0.1 0.0 0.3 0.000
H 2.408090 0.728228 -0.130078 -0.1 -0.4 0.2 0.000
H 1.250259 0.174050 2.700698 -0.5 0.2 -0.1 0.022
H 2.015918 -0.902430 1.695621 -0.4 -0.3 -0.1 0.031
H -0.542808 -1.197834 1.571305 0.2 -0.1 0.1 0.017
H 0.072154 0.867840 -0.642519 0.0 0.0 -0.1 0.002
H -2.077798 0.418618 -1.257965 0.2 0.5 0.0 0.006
H -3.728088 -0.544306 -0.087642 -0.1 -0.1 0.0 0.000
H -2.706441 -0.774202 1.319134 0.0 -0.1 0.1 0.003
H -2.548517 -1.872508 -0.073299 0.2 -0.1 -0.1 0.011
H 1.118844 -0.058794 -2.848467 0.3 -0.1 0.1 0.000
H 0.857085 -0.012159 -4.329332 -0.1 0.0 -0.2 0.000
O 0.427574 0.133018 -3.481692 -0.2 0.0 0.2 0.000